(1)
DFT (ωB97M-V with the def2-TZVPD basis set) results for CH4IN2O as an isolated structure in a non-equilibrium geometry.

Positions of all 9 atoms, in Å:
I -0.302 2.265 0.483
C 0.273 -0.747 -0.009
O 0.653 -1.807 0.246
N -0.632 -0.205 0.818
N 0.523 -0.013 -1.042
H -1.084 0.671 0.599
H -1.027 -0.832 1.504
H 0.161 0.918 -1.194
H 1.435 -0.250 -1.405

total charge: -1
gap between HOMO and LUMO: 6.66 eV
E_LUMO: 3.81 eV
molar mass: 186.96 g mol⁻¹
HOMO: -2.85 eV
energy: -14230.8118 eV
relative energy (zero: lowest compared OMol25 entry of this formula, charge and spin): 350.3 kJ/mol


(2)
DFT (ωB97M-V with the def2-TZVPD basis set) results for C27H32Br2N7O5Tc as an isolated structure in a non-equilibrium geometry.

Positions of all 74 atoms, in Å:
Tc -0.924 -0.669 -1.248
C -1.769 -0.258 2.373
O -1.678 -1.146 1.221
C -0.910 -2.325 1.506
C -1.078 -3.313 0.332
O -0.670 -2.746 -0.962
C 0.596 -3.144 -1.568
C 1.650 -2.151 -1.210
O 1.101 -0.860 -1.628
C 2.072 0.216 -1.847
H -2.442 -0.733 3.107
H -2.250 0.631 2.031
H -0.756 -0.080 2.737
H -1.325 -2.871 2.344
H 0.156 -2.120 1.760
H -2.149 -3.503 0.236
H -0.504 -4.226 0.453
H 0.413 -3.096 -2.647
H 0.847 -4.147 -1.232
H 2.554 -2.328 -1.816
H 1.922 -2.094 -0.193
H 2.619 -0.067 -2.759
H 2.701 0.331 -0.990
H 1.531 1.140 -2.049
C -1.249 2.272 -2.261
O -0.731 1.473 -1.167
C -0.179 2.243 -0.094
C -0.369 3.631 -0.096
C 0.422 4.407 0.759
Br 0.353 6.239 0.471
C 1.223 3.813 1.681
C 1.306 2.415 1.724
C 0.738 1.678 0.779
O 0.808 0.302 0.789
C 2.272 1.773 2.701
N 3.451 2.221 2.893
C 4.013 1.445 3.888
C 5.283 1.475 4.406
C 5.687 0.403 5.216
C 4.835 -0.645 5.536
C 3.582 -0.748 4.928
C 3.194 0.322 4.131
N 2.018 0.529 3.385
H -2.197 2.617 -1.940
H -1.344 1.567 -3.073
H -0.534 3.062 -2.459
H -1.006 4.212 -0.750
H 1.865 4.363 2.339
H 1.453 0.101 1.510
H 5.982 2.248 4.148
H 6.658 0.377 5.627
H 5.195 -1.370 6.226
H 2.948 -1.634 5.042
H 1.150 0.377 3.853
N -5.739 0.434 0.667
N -4.824 -0.175 -0.146
N -5.040 -1.415 -0.598
C -3.872 -1.717 -1.146
N -3.011 -0.715 -0.992
N -3.638 0.287 -0.367
H -6.644 -0.042 0.650
H -5.789 1.429 0.502
H -3.650 -2.672 -1.642
Br -2.067 -0.610 -7.926
C -1.653 -0.567 -6.101
C -0.362 -0.842 -5.624
C -0.134 -0.928 -4.248
C -1.180 -0.720 -3.260
C -2.456 -0.393 -3.836
C -2.704 -0.319 -5.180
H 0.440 -1.072 -6.299
H 0.797 -1.219 -3.840
H -3.311 -0.244 -3.236
H -3.694 -0.110 -5.524

total charge: +3
gap between HOMO and LUMO (alpha / beta): 6.63 / 3.13 eV
E_LUMO (alpha / beta): -8.37 / -12.18 eV
molar mass: 792.40 g mol⁻¹
HOMO (alpha / beta): -15.01 / -15.31 eV
energy: -191438.1098 eV
expectation value of S²: 3.80
2S+1: 4


(3)
DFT (ωB97M-V with the def2-TZVPD basis set) results for a 2-piece molecular cluster, C14H16O2 overall in a non-equilibrium geometry.

Positions of all 32 atoms, in Å:
C -0.804 -4.165 -1.175
C 0.837 -0.725 -1.478
C -0.076 -1.736 -1.440
C 2.053 -1.115 -1.070
C 0.237 -3.042 -1.105
C 2.376 -2.306 -0.456
C 1.477 -3.312 -0.553
O 3.057 -0.035 -1.276
H 0.767 0.274 -1.927
H -1.139 -1.621 -1.565
H 3.807 -0.442 -1.748
H 3.288 -2.438 0.159
H -0.337 -5.029 -1.594
H -1.535 -3.769 -1.914
H 1.896 -4.347 -0.429
H -1.364 -4.300 0.000
C 1.380 2.544 0.297
C -1.702 2.870 2.645
C -2.613 2.458 1.659
C -0.329 2.861 2.161
C 0.126 2.273 0.983
C -2.254 1.780 0.544
C -0.849 1.669 0.180
O -3.949 2.534 1.990
H -1.877 3.236 3.622
H 0.495 3.171 2.740
H -3.036 1.415 -0.163
H -4.555 2.190 1.445
H 2.253 2.355 0.951
H 1.329 3.603 -0.228
H -0.624 1.101 -0.684
H 1.667 2.048 -0.571

total charge: +1
gap between HOMO and LUMO (alpha / beta): 7.45 / 3.53 eV
E_LUMO (alpha / beta): -3.92 / -7.84 eV
molar mass: 216.28 g mol⁻¹
HOMO (alpha / beta): -11.37 / -11.36 eV
energy: -18861.2731 eV
expectation value of S²: 0.77
2S+1: 2
relative energy (zero: lowest compared OMol25 entry of this formula, charge and spin): 328.1 kJ/mol


(4)
DFT (ωB97M-V with the def2-TZVPD basis set) results for an isolated ion of composition C10H14N3 and charge +1 in a non-equilibrium geometry.

Positions of all 27 atoms, in Å:
C 4.175 0.491 -0.154
C 3.589 0.390 1.105
C 3.411 0.287 -1.300
C 2.262 0.050 1.216
C 2.080 -0.043 -1.203
C 1.470 -0.203 0.065
C -0.800 -1.068 -0.750
C 0.167 -0.683 0.256
C -2.263 -0.486 -0.545
C -2.974 -1.126 0.651
N -2.345 0.910 -0.428
N -1.393 1.626 -0.104
N -1.570 2.892 0.091
H 5.225 0.725 -0.236
H 4.178 0.564 1.991
H 3.871 0.374 -2.272
H 1.800 -0.044 2.189
H 1.508 -0.196 -2.105
H -0.462 -0.843 -1.759
H -0.983 -2.143 -0.661
H -0.137 -0.822 1.287
H -2.823 -0.742 -1.453
H -2.439 -0.936 1.576
H -3.068 -2.196 0.503
H -3.973 -0.708 0.738
H -0.760 3.457 0.291
H -2.488 3.320 -0.002

total charge: +1
gap between HOMO and LUMO (alpha / beta): 6.71 / 6.71 eV
E_LUMO (alpha / beta): -5.68 / -5.68 eV
molar mass: 176.24 g mol⁻¹
HOMO (alpha / beta): -12.39 / -12.39 eV
energy: -15058.4083 eV
relative energy (zero: lowest compared OMol25 entry of this formula, charge and spin): 290.0 kJ/mol


(5)
DFT (ωB97M-V with the def2-TZVPD basis set) results for an isolated ion of composition BrHO3PS and charge -1 in a non-equilibrium geometry.

Positions of all 7 atoms, in Å:
O -0.560 0.154 0.617
O -0.175 2.322 -0.557
O 0.616 -1.649 1.942
P 1.016 -0.654 0.950
S -1.095 1.250 -0.446
Br 1.012 -1.813 -0.911
H -0.814 0.392 -1.596

total charge: -1
gap between HOMO and LUMO: 7.53 eV
E_LUMO: 3.37 eV
molar mass: 191.95 g mol⁻¹
HOMO: -4.16 eV
energy: -96327.7988 eV
relative energy (zero: lowest compared OMol25 entry of this formula, charge and spin): 7.6 kJ/mol


(6)
DFT (ωB97M-V with the def2-TZVPD basis set) results for one molecule with the formula C17H22FN3O2 in a non-equilibrium geometry.

Positions of all 45 atoms, in Å:
C -2.977 -2.132 2.089
N -1.880 -1.599 1.314
C -1.657 -2.376 0.106
C -0.426 -1.932 -0.595
N 0.806 -2.149 -0.259
C 1.515 -1.517 -1.241
C 2.997 -1.456 -1.259
C 3.471 -0.436 -0.252
C 3.154 -0.586 1.093
C 3.579 0.345 2.023
C 4.330 1.440 1.629
C 4.634 1.576 0.288
F 5.365 2.638 -0.114
C 4.215 0.661 -0.660
N 0.749 -0.954 -2.131
O -0.523 -1.217 -1.723
C -1.941 -0.164 1.106
C -3.136 0.375 0.284
C -2.683 1.407 -0.752
C -3.897 1.948 -1.511
O -4.851 2.520 -0.647
C -5.327 1.587 0.293
C -4.202 1.029 1.168
H -3.085 -1.539 2.995
H -3.936 -2.136 1.551
H -2.741 -3.157 2.374
H -1.517 -3.417 0.409
H -2.494 -2.323 -0.613
H 3.327 -1.189 -2.262
H 3.385 -2.441 -0.989
H 2.562 -1.434 1.402
H 3.325 0.219 3.065
H 4.675 2.177 2.337
H 4.472 0.813 -1.697
H -1.006 0.128 0.620
H -1.941 0.296 2.098
H -3.602 -0.460 -0.253
H -1.986 0.961 -1.463
H -2.183 2.234 -0.244
H -3.603 2.744 -2.198
H -4.361 1.132 -2.089
H -6.062 2.122 0.898
H -5.833 0.757 -0.228
H -4.618 0.314 1.878
H -3.751 1.852 1.726

total charge: 0
gap between HOMO and LUMO: 9.55 eV
E_LUMO: 0.78 eV
molar mass: 319.38 g mol⁻¹
HOMO: -8.77 eV
energy: -29267.6088 eV
SMILES: CN(Cc1nc(Cc2cccc(F)c2)no1)CC1CCOCC1
relative energy (zero: lowest compared OMol25 entry of this formula, charge and spin): 298.7 kJ/mol


(7)
DFT (ωB97M-V with the def2-TZVPD basis set) results for one molecule with the formula C20H26N2O5 in a non-equilibrium geometry.

Positions of all 53 atoms, in Å:
C 2.895 -0.143 2.078
C 2.802 -1.592 1.637
O 1.472 -2.065 1.866
C 1.209 -3.317 1.472
O 2.028 -4.022 0.939
C -0.204 -3.712 1.820
C -1.243 -3.616 0.672
C -1.106 -4.684 -0.416
C -0.073 -4.338 -1.483
C -0.390 -2.959 -2.047
C -0.345 -1.929 -0.921
N -1.282 -2.271 0.126
C -2.142 -1.390 0.691
O -2.986 -1.722 1.503
C -1.971 0.049 0.305
C -2.978 0.718 -0.397
C -2.890 2.065 -0.687
C -1.766 2.741 -0.236
N -1.381 4.059 -0.345
C -0.250 4.137 0.267
C 0.572 5.359 0.440
C 0.707 6.162 -0.868
O 1.667 5.650 -1.754
C 1.304 4.451 -2.393
O 0.198 2.968 0.804
C -0.766 2.061 0.490
C -0.844 0.714 0.773
H 3.922 0.197 1.986
H 2.260 0.490 1.463
H 2.582 -0.049 3.114
H 3.041 -1.702 0.572
H 3.496 -2.223 2.203
H -0.545 -3.057 2.623
H -0.186 -4.744 2.173
H -2.216 -3.756 1.161
H -0.857 -5.636 0.054
H -2.080 -4.794 -0.901
H -0.105 -5.087 -2.275
H 0.929 -4.346 -1.054
H 0.331 -2.679 -2.815
H -1.386 -2.963 -2.495
H -0.600 -0.940 -1.306
H 0.674 -1.889 -0.521
H -3.843 0.155 -0.714
H -3.662 2.582 -1.232
H 0.091 5.999 1.182
H 1.560 5.075 0.808
H 1.055 7.171 -0.634
H -0.280 6.216 -1.349
H 0.301 4.521 -2.829
H 1.331 3.597 -1.707
H 2.037 4.291 -3.183
H -0.086 0.198 1.339

total charge: 0
gap between HOMO and LUMO: 9.37 eV
E_LUMO: 0.58 eV
molar mass: 374.44 g mol⁻¹
HOMO: -8.79 eV
energy: -34380.5075 eV
SMILES: CCOC(=O)C[C@@H]1CCCCN1C(=O)c1ccc2nc(CCOC)oc2c1
relative energy (zero: lowest compared OMol25 entry of this formula, charge and spin): 124.4 kJ/mol


(8)
DFT (ωB97M-V with the def2-TZVPD basis set) results for a 5-piece molecular cluster, H10O4S2 overall in a non-equilibrium geometry.

Positions of all 16 atoms, in Å:
S 1.858 4.371 2.971
S -0.055 3.545 2.766
H 1.642 5.356 2.108
H 0.322 2.627 1.873
O 0.533 -2.937 -1.253
H -0.321 -2.691 -1.641
H 0.762 -3.809 -1.588
O 0.621 -1.270 1.092
H 1.437 -1.358 1.584
H 0.427 -2.103 0.643
O -0.776 0.611 -0.658
H -1.309 0.919 0.075
H -0.137 -0.072 -0.391
O -1.581 -1.441 -2.401
H -1.984 -1.152 -3.242
H -1.441 -0.594 -1.940

total charge: 0
gap between HOMO and LUMO: 9.86 eV
E_LUMO: 0.24 eV
molar mass: 138.21 g mol⁻¹
HOMO: -9.62 eV
energy: -30023.0864 eV
SMILES: SS.O.O.O.O
relative energy (zero: lowest compared OMol25 entry of this formula, charge and spin): 5.9 kJ/mol


(9)
DFT (ωB97M-V with the def2-TZVPD basis set) results for C12H15ClMnO3 as an isolated structure in a non-equilibrium geometry.

Positions of all 32 atoms, in Å:
Cl -2.359 0.767 -1.135
C 0.491 -1.784 -1.874
C 1.519 -1.051 -1.175
C 1.410 0.339 -1.553
H 2.322 -1.480 -0.568
C 0.311 0.493 -2.459
C -0.283 -0.839 -2.643
H -1.119 -1.052 -3.295
H 0.326 -2.859 -1.857
H 2.074 1.154 -1.259
C -0.115 1.751 -3.146
Mn -0.365 -0.355 -0.623
C 0.176 -1.095 0.970
C -2.015 -0.409 0.329
O 0.387 -1.287 2.104
O -2.793 -0.640 1.197
H 0.169 2.613 -2.530
H -1.205 1.778 -3.265
H 0.360 1.859 -4.132
C 0.513 2.801 3.200
C 1.864 2.094 3.038
C 1.922 1.783 1.547
O 0.561 1.667 1.079
C -0.334 2.210 2.073
H 0.057 2.640 4.177
H 0.630 3.876 3.029
H 1.851 1.147 3.590
H 2.716 2.681 3.376
H 2.392 2.608 0.988
H 2.470 0.860 1.309
H -0.986 1.405 2.447
H -0.970 2.951 1.570

total charge: +2
gap between HOMO and LUMO (alpha / beta): 6.35 / 6.16 eV
E_LUMO (alpha / beta): -10.58 / -10.67 eV
molar mass: 297.64 g mol⁻¹
HOMO (alpha / beta): -16.93 / -16.83 eV
energy: -62651.5646 eV
expectation value of S²: 3.99
2S+1: 4
relative energy (zero: lowest compared OMol25 entry of this formula, charge and spin): 99.3 kJ/mol


(10)
DFT (ωB97M-V with the def2-TZVPD basis set) results for a 2-piece molecular cluster, C9H14 overall in a non-equilibrium geometry.

Positions of all 23 atoms, in Å:
C 1.471 1.523 0.282
C 1.444 3.006 -0.057
H 0.436 1.187 0.593
H 1.767 0.855 -0.553
H 2.186 1.651 1.140
H 2.221 3.157 -0.812
H 1.780 3.758 0.776
H 0.450 3.366 -0.279
C -1.934 -0.082 1.376
C -0.661 -0.331 -0.771
C -1.338 -0.933 0.301
C 0.146 -0.984 -1.660
C 0.279 -2.391 -1.450
C -1.131 -2.280 0.550
C -0.240 -2.929 -0.278
H -0.801 0.810 -0.996
H 0.445 -0.356 -2.464
H -1.672 0.909 0.956
H -1.359 -0.215 2.361
H 1.064 -2.708 -2.100
H -1.724 -2.910 1.268
H 0.089 -4.031 0.020
H -2.917 -0.071 1.797

total charge: -1
gap between HOMO and LUMO (alpha / beta): 2.94 / 7.34 eV
E_LUMO (alpha / beta): 3.79 / 3.70 eV
molar mass: 122.21 g mol⁻¹
HOMO (alpha / beta): 0.85 / -3.64 eV
energy: -9556.7174 eV
expectation value of S²: 0.76
2S+1: 2
relative energy (zero: lowest compared OMol25 entry of this formula, charge and spin): 200.7 kJ/mol


(11)
DFT (ωB97M-V with the def2-TZVPD basis set) results for an isolated ion of composition C5H13N2S and charge +1 in a non-equilibrium geometry.

Positions of all 21 atoms, in Å:
C 0.142 2.516 0.278
N 0.791 1.142 0.160
C 0.084 0.105 -0.245
C -1.364 0.425 -1.071
S -2.504 0.480 0.395
N 0.446 -1.083 0.157
C 1.758 -1.432 0.782
C -0.198 -2.278 -0.376
H -0.059 3.098 -0.661
H -0.720 2.444 1.010
H 0.946 3.141 0.819
H 1.679 1.086 0.651
H -1.280 1.449 -1.541
H -1.559 -0.304 -1.735
H -3.243 1.469 -0.079
H 2.158 -2.257 0.272
H 1.589 -1.713 1.851
H 2.522 -0.553 0.687
H 0.221 -3.179 0.118
H -0.196 -2.212 -1.405
H -1.211 -2.346 -0.066

total charge: +1
gap between HOMO and LUMO: 10.27 eV
E_LUMO: -3.03 eV
molar mass: 133.24 g mol⁻¹
HOMO: -13.30 eV
energy: -19203.5490 eV
SMILES: CNC(CS)=[N+](C)C
relative energy (zero: lowest compared OMol25 entry of this formula, charge and spin): 127.4 kJ/mol


(12)
DFT (ωB97M-V with the def2-TZVPD basis set) results for one molecule with the formula C3H6O2S2 in a non-equilibrium geometry.

Positions of all 13 atoms, in Å:
O -1.863 1.136 0.009
C -1.711 -0.027 0.246
O -2.734 -0.818 0.780
C -0.482 -0.771 0.041
C 0.799 0.032 0.448
S 2.341 -0.381 -0.512
S 3.196 1.486 -0.992
H -3.326 0.037 0.905
H -0.432 -1.018 -1.046
H -0.474 -1.825 0.476
H 0.691 1.147 0.276
H 1.081 -0.154 1.597
H 2.913 1.155 -2.227

total charge: 0
gap between HOMO and LUMO: 9.28 eV
E_LUMO: 0.26 eV
molar mass: 138.21 g mol⁻¹
HOMO: -9.01 eV
energy: -28973.3004 eV
SMILES: O=C(O)CCSS
relative energy (zero: lowest compared OMol25 entry of this formula, charge and spin): 95.8 kJ/mol